This record from OMol25 describes CHF3N2S as an isolated structure at a distorted geometry. The level of theory is ωB97M-V with the def2-TZVPD basis set.

Computed properties:
Frontier orbital gap (alpha / beta) = 8.1 / 8.1 eV
Charge = 0

Each line ends with the Löwdin charge.
Element x y z (Å)
C: 3.882 0.357 0.144  -0.99
N: 0.374 -2.003 -0.468  -0.01
N: 1.357 -1.530 -0.725  -0.12
F: 4.081 1.198 -0.925  0.03
F: 4.443 -0.728 -0.258  0.12
F: 4.546 0.874 1.167  0.09
S: 2.041 0.168 0.534  0.70
H: -0.394 -1.835 0.374  0.19